{"formula": "C63H72AsGe2N6S8Ti", "method": "ωB97M-V/def2-TZVPD", "symbols": ["Ti", "N", "C", "C", "N", "C", "C", "N", "H", "H", "H", "H", "H", "H", "H", "H", "H", "H", "H", "H", "H", "S", "As", "S", "S", "S", "C", "C", "C", "C", "C", "C", "C", "C", "C", "C", "C", "C", "C", "C", "C", "Ge", "S", "S", "Ge", "S", "S", "C", "C", "C", "C", "C", "C", "C", "C", "C", "C", "C", "C", "C", "C", "C", "C", "C", "C", "C", "C", "C", "C", "C", "C", "C", "C", "C", "C", "C", "C", "C", "C", "C", "H", "H", "H", "H", "H", "H", "H", "H", "H", "H", "H", "H", "H", "H", "H", "H", "H", "H", "H", "H", "H", "H", "H", "H", "H", "H", "H", "H", "H", "H", "H", "H", "H", "H", "H", "H", "H", "H", "H", "H", "H", "H", "H", "H", "H", "H", "H", "H", "H", "H", "C", "C", "N", "C", "C", "C", "C", "C", "C", "C", "C", "N", "C", "N", "H", "H", "H", "H", "H", "H", "H", "H", "H"], "positions_angstrom": [[-2.26607, 2.21756, 0.68418], [-0.54067, 2.48316, 4.26298], [-1.25407, 1.67766, 5.22228], [-1.98747, 0.55696, 4.49498], [-2.82327, 1.09396, 3.43838], [-3.84767, 0.17236, 2.98708], [-3.26457, -0.74444, 1.90778], [-2.93247, 0.04076, 0.71978], [0.01933, 1.89526, 3.65188], [0.05603, 3.17096, 4.70688], [-1.98247, 2.32176, 5.73408], [-0.60207, 1.21656, 5.99238], [-2.59017, -0.01104, 5.23308], [-1.24827, -0.11894, 4.05098], [-3.25037, 1.95936, 3.76548], [-4.67817, 0.74046, 2.55038], [-4.25077, -0.43554, 3.82148], [-3.97667, -1.54624, 1.66418], [-2.34077, -1.20004, 2.27568], [-3.76687, 0.13496, 0.12008], [-2.24797, -0.50194, 0.17948], [-2.56677, 6.16686, -0.34702], [-2.77717, 4.19156, -0.99802], [-4.71367, 2.39146, 0.22648], [-3.97227, 3.38966, 1.85638], [-3.44587, 4.34866, -2.98262], [5.78773, 0.54856, -4.52572], [4.31433, 0.25786, -4.56522], [3.37923, 1.27916, -4.60532], [2.02073, 1.01676, -4.72152], [1.02063, 2.12886, -4.75762], [1.59473, -0.30794, -4.79762], [2.51873, -1.35054, -4.70022], [2.04313, -2.77434, -4.70612], [3.86693, -1.05644, -4.58802], [0.17763, -0.63764, -5.07442], [-0.17957, -0.79944, -6.41012], [-1.46937, -1.15274, -6.75422], [-2.40147, -1.38324, -5.75982], [-2.06067, -1.22634, -4.42272], [-0.76927, -0.83494, -4.07832], [-0.43707, -0.33694, -2.16242], [-1.64447, 1.37606, -1.65022], [1.77143, -0.07714, -1.59282], [1.01473, -0.96884, 0.39038], [0.19273, 0.43786, 1.75618], [-0.70437, -2.08294, -0.68842], [2.32923, -2.29174, 1.18408], [3.63063, -1.85784, 1.42428], [4.55483, -2.70554, 2.02418], [4.19913, -3.99104, 2.38798], [2.91063, -4.42714, 2.14448], [1.97273, -3.58624, 1.54818], [0.63573, -4.18094, 1.30748], [-0.37297, -4.06104, 2.26008], [-0.14157, -3.21814, 3.47738], [-1.56837, -4.74044, 2.07178], [-1.77867, -5.53604, 0.95828], [-3.05217, -6.31044, 0.78148], [-0.77327, -5.62294, 0.00578], [0.42943, -4.95754, 0.16638], [1.49783, -5.03194, -0.88042], [4.08813, -0.51074, 1.01338], [4.71333, -0.34124, -0.22202], [4.94033, -1.49524, -1.15042], [5.12623, 0.92526, -0.60652], [4.95723, 2.02266, 0.21998], [5.35643, 3.39636, -0.23432], [4.39683, 1.82336, 1.47308], [3.95893, 0.57456, 1.88308], [3.36363, 0.39966, 3.24538], [-3.06007, -1.55864, -3.37952], [-4.04077, -0.64684, -2.98652], [-4.18107, 0.70006, -3.61842], [-4.94657, -1.01554, -1.99612], [-4.92117, -2.27604, -1.42392], [-5.93007, -2.67574, -0.38572], [-3.97217, -3.18724, -1.86572], [-3.04317, -2.84704, -2.83392], [-2.03687, -3.86174, -3.29052], [5.97053, 1.62076, -4.50012], [6.27473, 0.13146, -5.40942], [6.24793, 0.09386, -3.64912], [3.70873, 2.30816, -4.54752], [1.51333, 3.09506, -4.82362], [0.41163, 2.12016, -3.85162], [0.33533, 2.01896, -5.59682], [1.57783, -3.02944, -5.65932], [1.29353, -2.91874, -3.92882], [2.86743, -3.46164, -4.52702], [4.58343, -1.86744, -4.51742], [0.56543, -0.63894, -7.18032], [-1.74527, -1.26084, -7.79562], [-3.40757, -1.68944, -6.01292], [5.56253, -2.34194, 2.18628], [4.92393, -4.64984, 2.85168], [2.61343, -5.43684, 2.40548], [0.70823, -3.59654, 4.04748], [-1.02097, -3.20224, 4.11678], [0.09043, -2.19594, 3.17598], [-2.34787, -4.64214, 2.81638], [-3.78717, -6.02904, 1.53158], [-2.85927, -7.38054, 0.87288], [-3.47157, -6.13234, -0.20682], [-0.93017, -6.22564, -0.87912], [1.19343, -5.68544, -1.69412], [2.43513, -5.39554, -0.45882], [1.67833, -4.03494, -1.28222], [5.00633, -2.43854, -0.61342], [5.85893, -1.34794, -1.71542], [4.11543, -1.55544, -1.85862], [5.57913, 1.05356, -1.57912], [6.12603, 3.34436, -1.00282], [5.72123, 3.99456, 0.59948], [4.49233, 3.90976, -0.65802], [4.28913, 2.66116, 2.14748], [3.51883, 1.29036, 3.84938], [3.78813, -0.46224, 3.75898], [2.28913, 0.23816, 3.15228], [-3.36567, 0.91936, -4.30132], [-4.19847, 1.48186, -2.85872], [-5.12217, 0.76126, -4.16562], [-5.68357, -0.28694, -1.68152], [-6.35487, -1.79694, 0.09368], [-5.47507, -3.31264, 0.37168], [-6.74337, -3.23714, -0.85082], [-3.94667, -4.18194, -1.44182], [-2.36927, -4.87024, -3.05202], [-1.09167, -3.69474, -2.77502], [-1.85687, -3.79034, -4.36212], [1.52813, 3.59366, 0.73818], [0.23023, 3.29856, 0.35298], [-0.82897, 3.57256, 1.14638], [-0.65027, 4.27566, 2.25898], [0.62683, 4.67756, 2.71108], [1.73063, 4.24856, 1.92748], [0.94473, 5.37346, 3.91688], [0.25653, 6.09746, 4.86078], [-1.08107, 6.55476, 4.96918], [-1.43357, 7.44836, 6.01798], [-2.73207, 7.87936, 6.08408], [-3.66847, 7.51626, 5.19818], [-3.23687, 6.70006, 4.24038], [-2.03957, 6.19506, 4.08838], [2.34403, 3.28366, 0.10038], [0.04593, 2.87656, -0.63512], [-1.53707, 4.58116, 2.81218], [2.73823, 4.46466, 2.26158], [2.01493, 5.33466, 4.12298], [0.88063, 6.45406, 5.67788], [-0.69557, 7.78466, 6.73618], [-3.06167, 8.55246, 6.87238], [-3.96567, 6.40966, 3.49378]], "spin_multiplicity": 2, "total_energy_ev": -359120.218, "largest_force_ev_per_a": 2.00, "relative_energy_kj_mol": 192.9, "charge": -2, "homo_energy_ha": [-0.0114, -0.0869]}

---

{"formula": "C63H77N4O2Si", "method": "ωB97M-V/def2-TZVPD", "symbols": ["C", "O", "C", "C", "C", "C", "C", "N", "C", "C", "C", "C", "C", "C", "C", "C", "C", "C", "C", "C", "N", "N", "C", "C", "C", "C", "C", "C", "C", "C", "C", "C", "C", "C", "C", "C", "C", "C", "H", "H", "H", "H", "H", "H", "H", "H", "H", "H", "H", "H", "H", "H", "H", "H", "H", "H", "H", "H", "H", "H", "H", "H", "H", "H", "H", "H", "H", "H", "H", "H", "H", "H", "H", "H", "H", "H", "H", "H", "H", "H", "H", "C", "Si", "C", "C", "O", "C", "C", "C", "C", "C", "C", "C", "C", "C", "C", "C", "C", "C", "C", "C", "C", "C", "N", "C", "C", "C", "C", "C", "C", "C", "C", "C", "H", "H", "H", "H", "H", "H", "H", "H", "H", "H", "H", "H", "H", "H", "H", "H", "H", "H", "H", "H", "H", "H", "H", "H", "H", "H", "H", "H", "H", "H", "H", "H", "H", "H"], "positions_angstrom": [[-4.52816, -3.69665, -4.58908], [-4.48219, -2.24790, -4.54329], [-4.26745, -1.67656, -3.32827], [-4.00060, -2.42287, -2.15802], [-3.59806, -1.75461, -1.01522], [-3.48347, -0.35837, -0.96015], [-2.93874, 0.25671, 0.23384], [-2.10660, 1.37495, 0.14342], [-1.55311, 2.00972, -1.01271], [-1.68470, 3.39963, -1.19809], [-2.12355, 4.39373, -0.11518], [-3.57873, 4.79979, -0.31101], [-1.23667, 5.64707, -0.10885], [-1.44052, 3.91724, -2.47207], [-0.92254, 3.11767, -3.48522], [-0.57835, 1.79534, -3.21865], [-0.82365, 1.25297, -1.95787], [-0.18510, -0.07830, -1.56190], [1.24359, 0.17220, -1.07636], [-0.25485, -1.10217, -2.69083], [-1.75248, 1.79662, 1.36182], [-2.36332, 0.95493, 2.22570], [-2.11614, 1.26215, 3.61706], [-2.67768, 2.44330, 4.14364], [-3.59542, 3.34136, 3.30963], [-3.50440, 4.82370, 3.68130], [-5.03318, 2.84666, 3.36551], [-2.38709, 2.78621, 5.46486], [-1.51401, 2.00423, 6.22206], [-0.84679, 0.93063, 5.63398], [-1.07123, 0.59789, 4.29682], [-0.09908, -0.30329, 3.53632], [0.66802, -1.25435, 4.45565], [0.87355, 0.52417, 2.69740], [-3.04723, -0.06365, 1.55680], [-3.98572, -1.01663, 2.28102], [-3.86410, 0.38068, -2.10988], [-4.24263, -0.25678, -3.26749], [-4.73135, -3.92244, -5.63603], [-3.56627, -4.13324, -4.28016], [-5.33185, -4.08742, -3.94629], [-4.08561, -3.51390, -2.16381], [-3.32268, -2.29745, -0.11945], [-1.99558, 3.87265, 0.84095], [-4.23612, 3.92098, -0.34205], [-3.91245, 5.45964, 0.50038], [-3.68379, 5.34173, -1.26377], [-0.17626, 5.37775, -0.04641], [-1.40110, 6.23103, -1.02487], [-1.48357, 6.28634, 0.74729], [-1.65219, 4.97278, -2.66255], [-0.76309, 3.53472, -4.47679], [-0.09913, 1.17962, -3.98285], [-0.76660, -0.47553, -0.71920], [1.25563, 0.93856, -0.29070], [1.69187, -0.74208, -0.67041], [1.86641, 0.53239, -1.90754], [-1.25549, -1.11366, -3.14030], [0.48232, -0.86919, -3.47149], [-0.04398, -2.10711, -2.30186], [-3.23358, 3.25140, 2.27935], [-2.45957, 5.15728, 3.71591], [-4.03313, 5.43395, 2.93624], [-3.96688, 5.00997, 4.66000], [-5.10354, 1.80636, 3.02675], [-5.40250, 2.90043, 4.39980], [-5.68189, 3.46051, 2.72952], [-2.83381, 3.68376, 5.89518], [-1.30899, 2.27296, 7.25863], [-0.09933, 0.37544, 6.20481], [-0.70752, -0.91575, 2.85614], [-0.01743, -1.82234, 5.09627], [1.23557, -1.97848, 3.85998], [1.37586, -0.70623, 5.09287], [0.34491, 1.26029, 2.08087], [1.56616, 1.07161, 3.35250], [1.46464, -0.12384, 2.03701], [-3.98470, -0.62532, 3.31961], [-5.00060, -0.79580, 1.90034], [-3.84790, 1.46760, -2.05099], [-4.51336, 0.30450, -4.16192], [-10.10209, -9.62028, 3.60054], [-9.46391, -8.67553, 5.06734], [-10.85961, -8.23171, 6.21951], [-8.26029, -9.76680, 5.98619], [-8.77814, -7.23765, 4.57819], [-7.52223, -6.74431, 4.11364], [-6.56481, -6.56691, 5.31404], [-7.03537, -6.50817, 6.62728], [-6.12285, -6.35978, 7.67855], [-4.76570, -6.17930, 7.41348], [-4.30473, -6.18861, 6.09412], [-5.20176, -6.40516, 5.04586], [-7.03206, -7.75755, 3.06787], [-6.21254, -8.80925, 3.48137], [-5.97194, -9.89002, 2.62548], [-6.56690, -9.92233, 1.36382], [-7.39251, -8.87122, 0.95440], [-7.63691, -7.79048, 1.80643], [-7.80099, -5.28697, 3.56767], [-8.63902, -4.52339, 4.61039], [-7.71070, -3.54936, 5.31339], [-6.50216, -3.35176, 4.38078], [-6.61081, -4.38954, 3.35193], [-5.98715, -4.23487, 2.15525], [-5.10526, -3.27122, 1.71653], [-3.93939, -2.55689, 2.38576], [-2.57595, -3.25467, 2.10683], [-1.63985, -3.32794, 3.14532], [-0.38770, -3.93275, 2.93119], [-0.03170, -4.39089, 1.65576], [-1.01261, -4.45270, 0.66652], [-2.30227, -3.97273, 0.93556], [-10.86203, -10.34156, 3.94116], [-10.57056, -8.95290, 2.86602], [-9.30861, -10.18278, 3.09210], [-11.36762, -9.15037, 6.55372], [-10.49209, -7.70290, 7.10956], [-11.59638, -7.59137, 5.71608], [-8.84156, -10.44272, 6.63315], [-7.66492, -10.38405, 5.30123], [-7.57502, -9.19410, 6.62357], [-8.10752, -6.60750, 6.83686], [-6.49845, -6.36998, 8.70187], [-4.06256, -6.02972, 8.23469], [-3.25259, -6.03215, 5.85558], [-4.86011, -6.47807, 4.00920], [-5.79566, -8.80603, 4.49153], [-5.32430, -10.69837, 2.97089], [-6.38493, -10.76976, 0.70014], [-7.86812, -8.88792, -0.02748], [-8.33582, -7.00441, 1.51292], [-8.35095, -5.37052, 2.61913], [-9.40238, -3.97248, 4.04675], [-9.15899, -5.19152, 5.29665], [-8.20547, -2.59642, 5.51626], [-7.35880, -3.94933, 6.26937], [-6.50729, -2.33701, 3.93913], [-5.54880, -3.45618, 4.93154], [-6.31530, -4.94741, 1.38523], [-5.17839, -3.07822, 0.63542], [-4.13567, -2.75609, 3.45197], [-1.91195, -2.93063, 4.13593], [0.30750, -4.03108, 3.77268], [0.97772, -4.75995, 1.46315], [-0.81262, -4.89285, -0.31583], [-3.10176, -4.15002, 0.21021]], "spin_multiplicity": 1, "total_energy_ev": -84509.133, "largest_force_ev_per_a": 2.61, "charge": 1, "homo_energy_ha": -0.3473}